1.
{"formula": "C27H21BrGdN6O4S2", "method": "ωB97M-V/def2-TZVPD", "total_charge": 1, "s2": 15.865, "homo_ev": [-9.8, -9.8], "fmax_ev_per_a": 5.2, "total_energy_ha": -5806.82186, "multiplicity": 8, "species": ["Gd", "C", "C", "C", "C", "C", "C", "N", "N", "C", "C", "C", "C", "C", "N", "H", "H", "H", "H", "H", "H", "H", "H", "H", "Br", "C", "C", "C", "C", "C", "N", "C", "O", "O", "H", "H", "H", "O", "C", "C", "C", "C", "C", "C", "C", "O", "N", "N", "C", "S", "C", "C", "S", "H", "H", "H", "H", "H", "H", "H", "H", "H"], "xyz": [[-3.3616, 5.4033, 16.6549], [1.2311, 3.1078, 19.8203], [0.5464, 4.0738, 20.5990], [-0.1659, 5.0632, 19.9404], [-0.5372, 4.8203, 18.5708], [-0.0136, 3.7027, 17.8534], [0.9290, 2.8996, 18.4748], [-1.3504, 5.7765, 17.8956], [-1.2038, 7.0305, 18.3531], [-1.6876, 7.9076, 17.4103], [-1.3373, 9.2565, 17.6478], [-1.6573, 10.1840, 16.6544], [-2.0824, 9.7309, 15.3922], [-2.3095, 8.3673, 15.2248], [-2.2948, 7.4904, 16.2388], [1.9852, 2.4905, 20.3037], [0.6842, 4.0199, 21.6911], [-0.3804, 5.9905, 20.4660], [-0.3118, 3.5969, 16.8174], [1.4299, 2.1135, 17.9297], [-0.7773, 9.5057, 18.5453], [-1.7904, 11.2588, 16.9021], [-2.3142, 10.3957, 14.5248], [-2.6682, 7.9800, 14.2174], [-6.7292, 6.5708, 15.7641], [-5.9661, 5.3724, 14.4628], [-6.6981, 5.0187, 13.2401], [-6.0361, 4.2866, 12.2685], [-4.7478, 3.8305, 12.5663], [-4.1268, 4.1239, 13.7394], [-4.7612, 4.9245, 14.6805], [-2.7844, 3.6391, 14.0735], [-2.3770, 2.7830, 13.2750], [-2.2393, 4.1483, 15.1433], [-7.7731, 5.2327, 13.1318], [-6.4242, 4.1177, 11.2878], [-4.3361, 3.1496, 11.7503], [-6.3343, 6.4892, 19.7481], [-6.7941, 5.2983, 20.0950], [-7.8133, 5.1846, 21.0408], [-8.4248, 3.9944, 21.3628], [-8.0316, 2.7952, 20.7528], [-7.0189, 2.8929, 19.7630], [-6.4143, 4.1274, 19.3687], [-5.2696, 4.1195, 18.4428], [-4.4028, 5.1561, 18.5427], [-5.0387, 3.0281, 17.6692], [-3.7388, 2.8827, 17.3367], [-3.3726, 1.6742, 16.8393], [-4.5758, 0.6886, 16.0162], [-3.4299, -0.3322, 15.0744], [-2.0010, 0.1291, 15.1462], [-1.7761, 1.0969, 16.7315], [-5.4587, 6.3072, 19.2348], [-8.1222, 6.1083, 21.5768], [-9.1716, 4.0264, 22.1488], [-8.5572, 1.8693, 20.9836], [-6.8162, 2.0539, 19.1227], [-3.8300, -0.2644, 14.0718], [-3.5749, -1.3785, 15.3961], [-1.8350, 0.8330, 14.2993], [-1.3323, -0.7499, 15.0701]]}


2.
{"formula": "C27H21CaFN4O5", "method": "ωB97M-V/def2-TZVPD", "homo_ev": -7.7, "fmax_ev_per_a": 0.5, "total_energy_ha": -2414.39114, "species": ["Ca", "O", "C", "C", "C", "C", "C", "C", "C", "O", "N", "N", "C", "C", "C", "C", "C", "C", "N", "H", "H", "H", "H", "H", "H", "H", "H", "H", "H", "C", "C", "C", "C", "C", "C", "C", "F", "C", "C", "C", "O", "C", "C", "N", "C", "C", "O", "O", "H", "H", "H", "H", "H", "H", "H", "H", "H", "H", "H"], "xyz": [[-0.6323, -1.4759, 0.7195], [-4.3646, -2.3722, 5.1380], [-3.5154, -1.4031, 5.5607], [-3.6175, -0.8939, 6.8537], [-2.7883, 0.1236, 7.2887], [-1.8435, 0.6629, 6.4282], [-1.7447, 0.1636, 5.1429], [-2.5517, -0.8797, 4.6885], [-2.2967, -1.3502, 3.2953], [-1.7533, -0.5478, 2.4805], [-2.6121, -2.6190, 3.0232], [-2.1669, -2.9545, 1.8016], [-2.5465, -4.0650, 1.2873], [-2.0316, -4.4402, -0.0240], [-2.4279, -5.6305, -0.6399], [-1.9219, -5.9507, -1.8840], [-1.0301, -5.0805, -2.4957], [-0.6877, -3.9216, -1.8211], [-1.1663, -3.6018, -0.6223], [-4.9828, -2.5761, 5.8487], [-4.3673, -1.3045, 7.5223], [-2.8855, 0.4979, 8.2997], [-1.1924, 1.4625, 6.7540], [-1.0232, 0.5703, 4.4480], [-3.2590, -4.7179, 1.7868], [-3.1249, -6.2842, -0.1330], [-2.2154, -6.8688, -2.3757], [-0.6060, -5.2893, -3.4670], [0.0082, -3.2149, -2.2596], [3.8980, 4.3709, -1.4165], [4.0234, 3.0957, -2.2445], [4.1650, 3.3544, -3.7398], [2.8970, 3.9845, -4.2998], [1.6842, 3.1782, -3.9137], [0.5265, 3.2516, -4.6542], [-0.5882, 2.5064, -4.2841], [-1.7006, 2.6113, -5.0351], [-0.5773, 1.6787, -3.1984], [0.5918, 1.5765, -2.4348], [0.5973, 0.6693, -1.2766], [-0.4628, 0.0596, -0.9897], [1.8296, 0.6003, -0.5622], [2.8651, 1.4014, -0.9511], [2.8616, 2.2217, -2.0129], [1.7215, 2.3301, -2.7880], [2.1209, -0.2477, 0.6923], [2.8902, 0.2656, 1.4971], [1.5782, -1.3987, 0.7504], [4.7612, 5.0143, -1.5888], [3.8521, 4.1293, -0.3547], [2.9944, 4.9234, -1.6748], [4.8935, 2.5341, -1.9022], [4.3592, 2.4051, -4.2449], [5.0257, 4.0009, -3.9111], [2.9564, 4.0597, -5.3861], [2.7911, 5.0060, -3.9242], [0.4704, 3.8850, -5.5306], [-1.4445, 1.1001, -2.9153], [3.7662, 1.3937, -0.3507]]}


3.
{"formula": "C27H21Cl5CrO6S2", "method": "ωB97M-V/def2-TZVPD", "total_charge": -1, "s2": 3.840, "homo_ev": [-5.4, -5.2], "fmax_ev_per_a": 1.9, "total_energy_ha": -5634.90367, "multiplicity": 4, "species": ["Cr", "O", "S", "O", "O", "O", "Cl", "C", "C", "Cl", "C", "Cl", "C", "O", "C", "Cl", "C", "Cl", "C", "C", "C", "C", "C", "C", "C", "H", "H", "H", "H", "H", "H", "H", "O", "S", "C", "C", "C", "C", "C", "C", "C", "C", "C", "C", "C", "C", "C", "C", "H", "H", "H", "H", "H", "H", "H", "H", "H", "H", "H", "H", "H", "H"], "xyz": [[1.2340, -0.8639, 1.4769], [-2.0073, -0.7806, 2.2774], [-0.8884, -1.6474, 2.5875], [-1.2240, -2.7744, 3.4152], [0.2456, -0.8231, 3.1646], [-0.2298, -2.1277, 1.2913], [4.3164, 4.5514, -1.7555], [3.6702, 3.0065, -1.3591], [3.5027, 2.6406, -0.0247], [3.8753, 3.7561, 1.2274], [3.0132, 1.3894, 0.2866], [2.7221, 0.8849, 1.9176], [2.6070, 0.4482, -0.6953], [2.0782, -0.6705, -0.3831], [2.7851, 0.8611, -2.0394], [2.2320, -0.2162, -3.2592], [3.3022, 2.1046, -2.3622], [3.4788, 2.5708, -4.0069], [2.5447, -2.3521, 2.1524], [3.0191, -3.0402, 0.9362], [4.3104, -2.8528, 0.4343], [4.7047, -3.4262, -0.7639], [3.8215, -4.2094, -1.4912], [2.5384, -4.4200, -1.0011], [2.1495, -3.8582, 0.2005], [3.3711, -1.9796, 2.7608], [1.9060, -2.9985, 2.7545], [5.0042, -2.2259, 0.9845], [5.7013, -3.2426, -1.1488], [4.1268, -4.6424, -2.4356], [1.8389, -5.0200, -1.5715], [1.1460, -4.0041, 0.5779], [0.0373, 0.8142, 0.4641], [-0.9293, 1.0307, -0.6696], [-1.4227, -0.5899, -1.4646], [-2.8680, -0.9915, -1.3838], [-3.8348, -0.2886, -2.1041], [-5.1756, -0.6253, -2.0225], [-5.5755, -1.6853, -1.2223], [-4.6225, -2.3939, -0.5086], [-3.2794, -2.0591, -0.5906], [-2.4803, 1.5419, 0.1980], [-2.1919, 2.8943, 0.7688], [-1.3317, 3.0161, 1.8606], [-0.9560, 4.2670, 2.3229], [-1.4515, 5.4159, 1.7219], [-2.3310, 5.3041, 0.6553], [-2.6881, 4.0522, 0.1772], [-0.7861, -1.3236, -0.9824], [-1.1099, -0.4487, -2.5000], [-3.5240, 0.5306, -2.7448], [-5.9092, -0.0525, -2.5763], [-6.6210, -1.9612, -1.1665], [-4.9224, -3.2092, 0.1366], [-2.5529, -2.6189, -0.0307], [-2.6239, 0.7692, 0.9535], [-3.2915, 1.5560, -0.5243], [-0.9464, 2.1205, 2.3285], [-0.2665, 4.3419, 3.1540], [-1.1488, 6.3903, 2.0838], [-2.7341, 6.1943, 0.1886], [-3.3583, 3.9707, -0.6708]]}


4.
{"formula": "C27H21CrN3O3PS", "method": "ωB97M-V/def2-TZVPD", "total_charge": -1, "s2": 6.015, "homo_ev": [-4.2, -4.8], "fmax_ev_per_a": 4.8, "total_energy_ha": -3215.60089, "multiplicity": 5, "species": ["Cr", "N", "C", "S", "N", "N", "C", "C", "C", "C", "C", "C", "C", "O", "H", "H", "H", "H", "H", "H", "H", "O", "C", "O", "C", "C", "C", "C", "C", "C", "P", "C", "C", "C", "C", "C", "C", "C", "C", "C", "C", "C", "C", "H", "H", "H", "H", "H", "H", "H", "H", "H", "H", "H", "H", "H", "H"], "xyz": [[-0.9134, -2.0357, 0.1032], [0.7890, -4.3500, -3.1756], [0.0164, -3.7443, -2.2623], [0.2381, -4.2307, -0.5584], [-0.7669, -2.8451, -2.7552], [-1.5331, -2.2133, -1.8242], [-2.6181, -1.7071, -2.2483], [-3.5958, -0.9517, -1.5218], [-4.6753, -0.3752, -2.1900], [-5.6871, 0.2385, -1.5426], [-5.7037, 0.3159, -0.1541], [-4.6719, -0.2745, 0.5483], [-3.5335, -0.8188, -0.0669], [-2.6780, -1.3816, 0.7263], [1.5042, -4.9609, -2.9424], [0.4355, -4.3087, -4.1059], [-2.8684, -1.7908, -3.2936], [-4.6609, -0.5672, -3.2539], [-6.5055, 0.6650, -2.0667], [-6.6262, 0.6716, 0.3491], [-4.7408, -0.3899, 1.6030], [0.9925, -2.5607, 3.6903], [0.8849, -1.8957, 2.7004], [-0.1748, -1.6909, 2.0256], [2.2284, -1.4357, 2.1491], [3.3861, -2.0303, 2.7469], [4.6621, -1.5894, 2.4095], [4.7779, -0.5516, 1.3958], [3.6626, -0.0026, 0.7383], [2.4098, -0.5038, 1.1303], [0.8448, 0.1680, 0.3359], [0.3135, 1.4594, 1.4864], [1.1389, 2.1936, 2.4012], [0.5599, 3.0527, 3.3093], [-0.7998, 3.2334, 3.3582], [-1.6063, 2.5183, 2.5397], [-1.0252, 1.5995, 1.6964], [1.4741, 1.2906, -1.0294], [1.9965, 2.4917, -0.8174], [2.5200, 3.2603, -1.8368], [2.1953, 2.8530, -3.1100], [1.5642, 1.5971, -3.3764], [1.1516, 0.8059, -2.3328], [3.1616, -2.8241, 3.4569], [5.6015, -2.0820, 2.6609], [5.7702, -0.2183, 1.1461], [3.8162, 0.7274, 0.0021], [2.2764, 2.1945, 2.3957], [1.2060, 3.6001, 3.9247], [-1.2583, 3.9332, 4.0966], [-2.7349, 2.7483, 2.6715], [-1.7804, 0.9776, 1.0397], [2.2078, 2.7573, 0.1783], [3.0540, 4.1371, -1.6170], [2.3001, 3.4693, -3.9486], [1.3254, 1.5616, -4.4188], [0.6924, -0.1905, -2.5668]]}